Here is C58H58FGeN9O3S2W as an isolated structure at a distorted geometry from the Open Molecules 2025 dataset. Energies are from ωB97M-V with the def2-TZVPD basis set.

The geometry in XYZ format:
```
133
Properties=species:S:1:pos:R:3:forces:R:3
W 0.353 -0.128 -0.694 2.14 -1.81 0.13
C 2.299 4.192 5.529 0.03 -0.12 -0.07
C 0.842 3.925 5.173 0.10 0.05 0.14
C -0.040 3.591 6.363 -0.06 -0.12 -0.04
C 0.337 2.243 6.960 0.03 0.02 -0.05
C 0.278 1.171 5.905 0.01 0.16 0.09
C 0.018 -0.134 6.231 0.00 -0.01 0.08
C -0.038 -1.122 5.239 -0.04 -0.16 0.12
F -0.296 -2.368 5.605 0.03 0.04 0.01
C 0.157 -0.844 3.922 0.02 0.02 -0.20
C 0.415 0.488 3.549 0.01 -0.24 -0.10
C 0.623 0.850 2.191 0.16 0.45 0.51
O 0.519 -0.087 1.253 -0.28 -0.38 -1.33
C 0.959 2.148 1.884 -0.06 -0.15 -0.24
C 1.023 3.094 2.900 0.06 0.22 0.19
N 0.770 2.799 4.159 -0.04 -0.11 -0.04
C 0.484 1.494 4.540 0.04 0.24 0.12
C 1.214 2.554 0.480 0.01 0.03 0.07
O 1.923 3.474 0.180 0.00 0.04 -0.04
O 0.558 1.829 -0.414 -0.15 0.20 -0.08
H 2.348 5.028 6.227 -0.02 -0.02 -0.01
H 2.880 4.464 4.646 -0.02 0.00 0.04
H 2.769 3.326 5.997 -0.01 0.04 -0.01
H 0.430 4.793 4.662 -0.03 -0.02 -0.11
H -1.088 3.581 6.054 0.02 0.02 0.01
H 0.071 4.384 7.101 0.00 0.02 0.00
H -0.330 1.985 7.782 -0.02 -0.02 0.00
H 1.344 2.280 7.384 0.00 -0.03 0.01
H -0.139 -0.419 7.266 -0.03 -0.01 -0.06
H 0.125 -1.634 3.185 -0.02 0.00 0.03
H 1.270 4.124 2.669 -0.02 -0.02 0.00
S -3.673 -4.764 3.213 0.22 0.35 -0.13
C -4.399 -3.968 4.511 -0.08 0.58 0.31
C -4.059 -2.628 4.577 -0.50 -0.73 0.32
C -3.199 -2.257 3.548 0.58 -0.38 -0.79
C -2.869 -3.313 2.702 -0.54 0.33 0.76
C -2.003 -3.301 1.553 0.34 -0.02 -0.40
C -1.426 -2.098 1.085 -0.24 -0.38 0.45
N -0.601 -2.030 0.043 0.05 0.45 -0.44
C -0.289 -3.194 -0.601 -0.19 -0.20 0.10
C -0.812 -4.434 -0.219 0.22 -0.02 -0.28
C -0.417 -5.615 -0.943 -0.12 0.09 0.16
C 0.455 -5.535 -1.965 0.14 0.02 -0.13
C 1.006 -4.266 -2.361 -0.06 -0.19 0.04
C 1.927 -4.129 -3.403 0.01 -0.04 -0.06
C 2.384 -2.873 -3.758 -0.27 0.42 0.29
C 1.850 -1.776 -3.031 0.55 -0.07 -0.78
N 1.032 -1.880 -2.010 -0.27 0.11 0.43
C 0.607 -3.117 -1.675 0.07 -0.35 0.00
C 3.335 -2.632 -4.822 0.26 0.17 -0.26
C 3.884 -1.431 -5.229 -0.19 0.00 0.17
C 4.801 -1.565 -6.286 0.03 -0.06 -0.05
C 4.941 -2.870 -6.672 0.13 0.05 -0.16
S 3.974 -3.923 -5.765 -0.04 -0.07 0.03
C -1.684 -4.470 0.859 -0.24 0.26 0.37
H -5.054 -4.509 5.181 0.07 0.03 -0.08
H -4.437 -1.961 5.339 0.01 -0.04 -0.03
H -2.829 -1.248 3.420 -0.02 -0.02 -0.01
H -1.641 -1.174 1.591 -0.07 0.02 0.06
H -0.833 -6.569 -0.642 0.01 0.05 0.00
H 0.757 -6.422 -2.509 0.00 0.04 0.03
H 2.264 -5.012 -3.937 -0.02 0.02 0.05
H 2.092 -0.780 -3.353 0.12 -0.03 0.00
H 3.640 -0.470 -4.790 0.03 -0.05 -0.03
H 5.335 -0.748 -6.749 -0.03 -0.03 0.03
H 5.574 -3.258 -7.458 -0.06 0.00 0.07
H -2.098 -5.425 1.168 0.01 0.06 0.01
C 2.690 -2.071 0.898 0.02 0.04 0.16
N 3.255 -0.753 1.146 0.05 -0.15 -0.04
C 4.259 -0.609 2.205 -0.02 0.05 -0.02
C 5.173 0.487 1.667 0.01 -0.09 -0.10
N 4.523 0.911 0.411 -0.21 0.14 -0.07
C 5.111 2.119 -0.199 -0.17 -0.13 -0.01
C 3.418 0.184 0.176 0.24 -0.23 0.24
N 2.521 0.233 -0.832 -0.65 0.73 -0.46
C 2.804 1.077 -2.008 0.16 -0.16 0.12
C 1.570 1.525 -2.801 -0.08 0.12 -0.02
N 0.377 0.654 -2.677 0.28 -0.01 1.25
C -0.559 0.747 -3.663 -0.30 -0.06 -0.30
N -0.651 1.659 -4.636 0.29 -0.06 -0.05
C -0.032 2.969 -4.865 0.01 -0.09 -0.02
C -1.686 1.282 -5.616 -0.04 -0.01 0.07
C -2.351 0.064 -4.983 -0.06 0.04 -0.03
N -1.535 -0.160 -3.788 0.14 -0.28 -0.18
C -1.729 -1.389 -3.072 -0.23 0.16 -0.27
H 3.438 -2.835 1.114 0.04 -0.01 -0.01
H 2.414 -2.162 -0.148 0.04 0.00 0.01
H 1.820 -2.262 1.527 0.01 0.00 0.02
H 4.786 -1.549 2.355 0.01 -0.05 -0.02
H 3.788 -0.332 3.147 -0.04 -0.01 0.05
H 6.182 0.135 1.455 0.03 0.00 -0.02
H 5.248 1.340 2.339 -0.03 0.03 0.00
H 6.089 2.248 0.257 -0.02 0.01 0.03
H 4.513 3.007 0.000 -0.08 0.00 0.00
H 5.278 2.001 -1.262 -0.05 -0.06 -0.12
H 3.504 0.537 -2.649 0.04 -0.04 0.00
H 3.274 2.004 -1.728 0.23 0.27 0.13
H 1.879 1.587 -3.843 -0.14 -0.02 -0.14
H 1.321 2.520 -2.457 -0.06 0.15 0.01
H 0.317 3.432 -3.955 0.01 -0.01 0.13
H -0.803 3.616 -5.280 0.01 -0.04 0.01
H 0.778 2.901 -5.592 0.01 -0.05 0.02
H -1.226 1.073 -6.581 0.03 -0.02 -0.01
H -2.381 2.111 -5.735 0.00 0.03 0.03
H -2.323 -0.816 -5.626 0.05 -0.01 0.01
H -3.384 0.256 -4.694 0.00 -0.01 0.01
H -2.799 -1.530 -2.906 -0.01 0.01 0.05
H -1.256 -1.357 -2.096 -0.06 0.03 0.15
H -1.344 -2.252 -3.623 0.07 -0.01 0.06
Ge -1.988 0.904 -0.331 -2.10 1.93 0.24
C -2.787 1.857 -1.842 0.28 -0.07 -0.19
C -4.011 1.486 -2.398 -0.06 0.01 0.04
C -4.619 2.285 -3.361 0.01 0.00 0.04
C -4.007 3.460 -3.781 0.02 0.00 0.01
C -2.788 3.840 -3.230 -0.02 0.02 0.03
C -2.179 3.040 -2.271 -0.10 0.05 0.04
C -3.507 0.193 0.685 0.21 -0.77 -0.14
C -4.359 -0.815 0.223 -0.01 0.00 0.02
C -5.534 -1.113 0.900 0.03 0.01 -0.05
C -5.858 -0.421 2.062 0.04 0.03 0.05
C -5.001 0.556 2.549 -0.02 -0.01 -0.05
C -3.821 0.852 1.872 -0.09 0.16 -0.08
H -1.682 2.107 0.598 0.37 -0.24 0.08
H -4.524 0.593 -2.059 0.00 0.04 0.00
H -5.586 2.005 -3.763 0.03 0.00 0.00
H -4.490 4.090 -4.519 0.00 -0.01 0.05
H -2.331 4.778 -3.524 -0.03 -0.04 0.02
H -1.246 3.365 -1.819 -0.02 0.01 -0.02
H -4.129 -1.355 -0.691 -0.01 0.00 0.03
H -6.212 -1.861 0.507 0.06 0.00 0.05
H -6.782 -0.642 2.583 0.04 0.02 -0.03
H -5.260 1.106 3.447 0.01 -0.03 -0.03
H -3.181 1.649 2.238 -0.02 -0.03 0.04
```
Positions in Å, forces in eV/Å.

Properties
- Energy relative to the best compared isomer or geometry (same formula, charge and spin): 0.2995 eV
- Total charge: +4
- E_LUMO (alpha / beta): -0.455 / -0.455 hartree
- HOMO level (alpha / beta): -16.357 / -16.357 eV
- HOMO-LUMO gap (alpha / beta): 4.0 / 4.0 eV
- Calculated total energy: -6002.5561 a.u.